Formula: C37H27Br2N4PtS
Source: the Open Molecules 2025 dataset
Level of theory: ωB97M-V/def2-TZVPD

Structure (XYZ):
```
72
Properties=species:S:1:pos:R:3:lowdin_charge:R:1
Pt 0.329 0.849 -0.529 1.11
Br -6.389 0.511 0.517 0.80
Br -1.023 0.660 6.238 0.79
S 0.841 -2.374 0.090 1.09
N 0.459 2.945 -0.605 0.00
N 0.047 0.702 1.712 0.01
N 0.341 -1.187 -0.858 -0.46
N -1.786 0.467 -0.250 -0.09
C -1.352 6.186 -0.486 -0.02
C 1.652 -3.507 -1.071 -0.40
C -1.906 3.486 -0.720 -0.02
C 3.005 -5.098 -2.858 -0.06
C 1.057 5.690 -0.570 0.02
C -2.655 5.766 -0.548 -0.07
C 1.007 -3.931 -2.221 -0.07
C 5.055 1.598 -0.648 -0.08
C -1.596 0.630 3.453 -0.04
C -0.407 -4.753 0.780 -0.07
C -1.274 0.661 2.076 -0.18
C -4.511 0.455 0.234 -0.65
C -2.785 -4.985 1.037 -0.06
C -1.867 -2.876 0.376 -0.08
C 3.257 0.007 -0.691 -0.12
C 1.004 0.734 2.632 -0.11
C -0.288 5.267 -0.550 -0.15
C -2.965 -3.658 0.687 -0.06
C 2.323 1.030 -0.670 -0.27
C 1.696 -4.727 -3.120 -0.05
C 0.752 0.726 3.983 -0.06
C -2.247 0.606 1.040 -0.20
C -0.601 -3.428 0.423 -0.38
C -0.555 3.868 -0.614 -0.17
C 4.616 0.286 -0.693 -0.07
C 1.733 3.381 -0.606 -0.20
C 4.141 2.631 -0.606 -0.03
C 3.630 -4.689 -1.693 -0.06
C -2.658 0.252 -1.237 -0.15
C -0.599 0.670 4.388 -0.65
C -3.641 0.652 1.272 -0.04
C 2.770 2.360 -0.622 -0.20
C 2.046 4.752 -0.622 0.01
C -4.018 0.208 -1.064 -0.07
C -2.927 4.403 -0.693 -0.06
C 2.954 -3.883 -0.793 -0.09
C -1.510 -5.530 1.084 -0.05
H 3.422 -3.536 0.115 0.11
H -4.023 0.854 2.257 0.11
H -3.640 -5.595 1.279 0.11
H 4.505 3.643 -0.552 0.10
H -3.948 4.068 -0.798 0.11
H -3.463 6.476 -0.516 0.11
H 4.644 -4.988 -1.486 0.11
H 3.536 -5.716 -3.564 0.11
H -1.384 -6.567 1.352 0.11
H -2.624 0.563 3.768 0.10
H 3.079 5.057 -0.655 0.11
H -1.988 -1.840 0.107 0.07
H -0.015 -3.646 -2.425 0.12
H -1.112 7.234 -0.396 0.12
H 2.020 0.774 2.261 0.12
H 1.288 6.744 -0.553 0.13
H 2.943 -1.027 -0.714 0.04
H -0.163 -1.499 -1.685 0.02
H 6.112 1.813 -0.645 0.10
H -3.959 -3.238 0.654 0.11
H -2.146 2.451 -0.852 0.06
H 5.328 -0.525 -0.722 0.10
H 1.548 0.773 4.707 0.11
H -4.685 0.014 -1.886 0.11
H 1.213 -5.054 -4.028 0.11
H -2.228 0.117 -2.224 0.13
H 0.589 -5.168 0.824 0.12
```

Summary:
ΔE to the lowest compared entry with this formula, charge and spin (kJ/mol): 47.94
LUMO energy (eV): -3.56
Net charge: +1
Total energy (hartree): -7310.51308
Spin multiplicity: 1